# 1
The following is a DFT calculation (wB97M-V/def2-TZVPD) of a structure of composition C39H36N7O2RhS.

Summary:
LUMO level (alpha / beta) in eV: -3.4 / -3.7
Charge: +1
<S²>: 0.833
Spin multiplicity: 2

Cartesian coordinates (Å):
N  -0.254  -0.167  2.747
C  -1.101  1.016  4.446
C  2.935  0.687  -3.559
H  4.277  1.478  2.769
H  -6.247  1.131  0.342
C  -3.836  -0.458  -1.386
C  2.461  1.548  0.648
C  3.775  3.180  -0.552
C  1.406  3.511  -0.282
H  0.596  1.617  6.638
C  4.179  0.403  2.827
N  2.304  0.343  1.251
C  -0.753  -5.427  -0.262
C  -1.748  -4.444  -0.346
N  0.677  0.009  3.696
C  -5.772  0.380  -0.270
C  -6.489  -0.733  -0.678
C  -1.352  0.435  3.191
C  2.135  0.669  -4.696
H  0.368  1.984  0.836
H  -3.038  0.190  -4.475
N  -0.287  -2.824  0.600
C  -1.454  2.223  -2.276
H  2.421  1.214  -5.578
C  -2.617  0.408  2.413
C  0.216  0.723  4.740
H  1.525  0.147  6.311
C  0.687  -3.774  0.715
O  1.093  -1.422  -1.379
N  1.417  -0.742  -2.418
C  2.631  3.929  -0.792
C  0.463  -5.097  0.271
H  3.147  -0.041  -1.538
N  2.035  -2.186  1.487
C  -4.542  -1.578  -1.795
H  -7.527  -0.843  -0.401
H  0.318  -0.136  -5.516
C  -1.458  -3.165  0.089
H  -2.671  1.273  1.753
C  3.894  -2.383  3.077
C  0.633  -0.775  -3.521
C  -4.444  0.531  -0.632
H  -6.433  -2.573  -1.770
C  -1.329  3.353  -3.064
C  -5.877  -1.707  -1.452
H  2.688  4.836  -1.371
H  -3.880  1.399  -0.327
C  0.967  -0.081  -4.658
H  -1.070  2.200  -1.269
H  3.757  -3.447  3.180
C  -2.557  1.075  -4.084
O  -1.381  0.020  -0.514
C  -2.067  1.096  -2.788
H  -3.479  0.425  3.076
H  -1.708  4.220  -4.977
Rh  0.487  -0.724  0.663
H  1.959  1.650  5.512
S  -2.057  -0.411  -1.775
H  -2.792  2.210  -5.886
C  2.559  -0.015  -2.441
C  3.705  2.012  0.175
C  -2.426  2.207  -4.870
H  3.856  1.246  -3.544
C  3.215  -0.258  2.055
H  1.586  -0.419  3.611
C  1.119  1.056  5.870
H  5.710  0.201  4.293
H  -2.726  -4.667  -0.735
H  -4.052  -2.344  -2.377
H  -0.844  4.233  -2.672
C  1.311  2.331  0.418
H  0.529  4.125  -0.417
C  3.056  -1.680  2.203
H  4.591  1.417  0.349
H  -2.211  -2.388  0.029
C  4.985  -0.319  3.689
N  1.853  -3.447  1.264
H  -0.238  -1.406  -3.450
C  -1.810  3.340  -4.362
H  1.272  -5.803  0.355
H  4.730  3.518  -0.927
C  4.861  -1.702  3.796
H  5.520  -2.246  4.455
H  -2.636  -0.493  1.802
H  -1.799  1.561  5.048
H  -0.948  -6.432  -0.607

=====

# 2
The following is a DFT calculation (wB97M-V/def2-TZVPD) of a cluster of 2 separate species, C3H9NS in total.

Summary:
LUMO level (alpha / beta) in eV: 2.4 / 2.4
Charge: -1
<S²>: 0.754
Spin multiplicity: 2

Cartesian coordinates (Å):
C  3.145  0.502  -0.643
N  -5.687  -1.184  0.070
H  -6.398  0.857  -0.287
H  3.556  -0.404  -1.093
H  4.805  0.445  0.697
H  3.478  1.326  -1.289
H  3.706  1.730  1.118
H  2.061  0.447  -0.641
H  3.757  -1.430  1.641
H  -7.296  -0.537  -1.142
H  -5.503  -1.896  -0.635
S  3.037  -0.379  2.033
C  -6.412  -0.191  -0.564
C  3.752  0.715  0.735

=====

# 3
The following is a DFT calculation (wB97M-V/def2-TZVPD) of an isolated molecule of C5H9NO.

Summary:
Structure (SMILES): C[C@H]1N[C@H]1[C@H]1CO1
LUMO level in eV: 1.1

Cartesian coordinates (Å):
H  1.970  1.394  -0.951
H  2.322  -1.053  -1.434
O  0.541  0.052  -1.699
C  0.333  1.209  0.491
H  -1.204  -1.590  1.011
C  -1.507  -0.869  0.239
H  0.241  -0.252  2.000
H  0.576  2.266  0.668
H  -2.599  -0.975  0.183
N  -0.126  0.650  1.745
H  0.965  -1.463  -0.253
C  1.215  0.683  -0.608
C  1.424  -0.728  -0.915
H  -1.895  1.283  0.662
H  -1.109  -1.230  -0.711
C  -1.073  0.566  0.659

=====

no.,molecular weight (g/mol),strongest force on any atom (eV/Å)
1,769.74,5.407
2,91.18,1.457
3,99.13,1.034